<P>
A cluster of 2 separate species, C5H14N3O in total. Source: the OMol25 dataset; level of theory: ωB97M-V with the def2-TZVPD basis set.

Calculated values
Kohn-Sham gap	11.105	eV
lowest unoccupied orbital energy	-3.1203	eV
E_HOMO	-14.225	eV

```
! RIJCOSX wB97M-V def2-TZVPD def2/J DEFGRID3
* xyz 1 1
C -0.8229 -2.2138 0.8589
C 0.2375 -0.4699 -2.2462
C -0.2464 2.3344 1.6732
C 0.0813 0.8183 -1.4192
C 0.9541 1.7975 0.8844
N -1.1071 -1.0713 1.1932
N -0.5668 -3.1729 0.1865
N 0.5810 0.5672 0.0115
O 0.1909 -4.2789 0.2700
H 1.2440 -0.6524 -2.2650
H -0.2511 -1.3399 -1.7836
H -0.0246 -0.4172 -3.3502
H -0.8125 2.9156 0.9992
H -0.8765 1.6356 2.1134
H 0.0278 3.1364 2.4754
H -0.9942 1.0577 -1.4300
H 0.6565 1.6431 -1.7712
H 1.6804 1.3109 1.5412
H 1.0911 2.6127 0.1789
H -1.9231 -0.9622 1.8590
H -0.3218 -0.1613 0.4758
H 1.3436 -0.0470 -0.2160
H -0.1412 -5.0427 -0.2392
*
```

These are the Mulliken partial charges, in e, on atoms 1 to 8: C 0.35; C -1.21; C -1.15; C -0.40; C -0.27; N -0.44; N -0.03; N -0.22


<Q>
A structure of composition C5H14N3O. Source: the OMol25 dataset; level of theory: ωB97M-V with the def2-TZVPD basis set.

Calculated values
Kohn-Sham gap	10.173	eV
lowest unoccupied orbital energy	-2.8725	eV
E_HOMO	-13.045	eV

```
! RIJCOSX wB97M-V def2-TZVPD def2/J DEFGRID3
* xyz 1 1
C 2.2390 -0.1336 -0.1482
C -0.8739 -0.1472 1.4662
C -2.5252 0.4303 -0.3878
C 0.0733 0.7106 -1.0324
C -1.2375 -0.2570 0.0307
N 3.4847 0.1498 0.3071
N 1.7027 -1.3848 -0.1588
N 1.4114 0.8798 -0.4998
O -1.0787 -1.5419 -0.4778
H -0.8962 0.9918 1.7006
H -1.6391 -0.7044 2.0747
H 0.1350 -0.3009 1.7307
H -2.4585 1.5125 -0.1101
H -3.3812 0.0347 -0.0109
H -2.5866 0.4514 -1.4663
H -0.4293 1.6928 -0.9964
H -0.1194 0.1212 -1.8889
H 4.0626 -0.6498 0.4198
H 3.8260 1.0674 0.1576
H 2.0909 -2.1267 0.3997
H 0.7471 -1.5059 -0.3317
H 1.7940 1.7613 -0.4632
H -1.8391 -2.0331 -0.3972
*
```

These are the Mulliken partial charges, in e, on atoms 1 to 8: C 0.63; C -1.17; C -1.59; C -0.95; C 0.96; N -0.36; N -0.33; N -0.07


Stability check: which of them is least stable? <P>.


<P>
A structure of composition F6H22O11P. Source: the OMol25 dataset; level of theory: ωB97M-V with the def2-TZVPD basis set.

Calculated values
Kohn-Sham gap	9.900	eV
lowest unoccupied orbital energy	2.7222	eV
E_HOMO	-7.178	eV

```
! RIJCOSX wB97M-V def2-TZVPD def2/J DEFGRID3
* xyz -1 1
P 0.2605 -0.0750 0.0215
F 1.7046 0.7329 -0.2617
F 0.6892 -1.1808 -1.1381
F 1.0572 -0.9468 1.1476
F -1.0702 -0.9639 0.3996
F -0.2018 0.8558 1.3338
F -0.4626 0.8713 -1.0839
O -1.0516 2.9262 -1.9208
H -1.2592 2.0701 -2.2952
H -0.1704 2.8237 -1.5613
O 2.4238 -0.8103 -2.0494
H 2.1823 -1.6255 -2.4890
H 1.8002 -0.7332 -1.3273
O 2.9993 -1.0301 0.2736
H 2.0734 -1.2311 0.1375
H 3.2081 -0.3891 -0.4059
O 1.8855 0.8087 2.4422
H 1.3212 0.3525 1.8179
H 1.3567 0.8784 3.2371
O 1.1935 1.8574 -1.9232
H 1.8900 1.4583 -2.4446
H 1.1781 1.3477 -1.1131
O -2.3330 1.1168 -0.1797
H -2.1121 1.4839 0.6763
H -1.5124 0.7409 -0.4986
O -3.1884 -1.1018 0.8102
H -2.9197 -0.2049 0.6115
H -3.4477 -1.4676 -0.0355
O -0.0401 -2.8855 0.1220
H -0.7525 -2.6357 -0.4664
H 0.5326 -2.1188 0.1445
O -0.0767 2.0153 3.3360
H -0.2405 1.0829 3.1949
H 0.0989 2.3632 2.4617
O -1.7891 -1.7316 2.5089
H -1.7624 -1.2178 1.7017
H -2.4279 -2.4223 2.3327
O -0.2124 -0.4857 -2.8420
H -0.1302 -0.8596 -1.9647
H -0.6942 0.3309 -2.7106
*
```

These are the Mulliken partial charges, in e, on atoms 1 to 8: P 2.29; F -0.53; F -0.51; F -0.47; F -0.46; F -0.42; F -0.52; O -0.70


<Q>
A cluster of 12 separate species, F6H22O11P in total. Source: the OMol25 dataset; level of theory: ωB97M-V with the def2-TZVPD basis set.

Calculated values
Kohn-Sham gap	10.119	eV
lowest unoccupied orbital energy	2.6560	eV
E_HOMO	-7.463	eV

```
! RIJCOSX wB97M-V def2-TZVPD def2/J DEFGRID3
* xyz -1 1
P -23.5649 -26.5771 -15.4539
F -25.1242 -26.8585 -15.3477
F -23.5914 -26.5803 -17.1351
F -23.6783 -24.9915 -15.3949
F -21.9586 -26.3842 -15.5385
F -23.3128 -26.4987 -13.8392
F -23.4058 -28.1723 -15.4843
O -23.7915 -26.2897 -19.9163
H -24.3171 -27.0890 -19.9485
H -23.5370 -26.2067 -18.9973
O -23.6791 -31.3216 -15.9580
H -23.9577 -32.2131 -15.7486
H -24.3962 -30.7674 -15.6499
O -23.2972 -23.3782 -17.6804
H -23.4393 -22.6239 -17.1085
H -23.5351 -24.1344 -17.1438
O -19.5596 -27.6366 -13.9464
H -20.1604 -26.8916 -13.9297
H -19.0299 -27.5002 -14.7319
O -21.6098 -25.7120 -11.3193
H -20.9061 -25.2154 -10.9017
H -21.8676 -25.1776 -12.0705
O -21.9573 -24.0420 -13.6105
H -22.4552 -24.6810 -14.1204
H -21.9396 -23.2581 -14.1595
O -28.3515 -26.7155 -14.6023
H -28.4299 -27.0666 -13.7152
H -27.6014 -26.1223 -14.5602
O -22.1130 -29.1892 -17.8912
H -22.7735 -29.8094 -17.5823
H -22.3322 -28.3671 -17.4527
O -26.2938 -25.0580 -13.6268
H -25.5746 -25.4140 -14.1485
H -26.1282 -25.3778 -12.7399
O -21.8233 -29.9389 -14.2678
H -22.1012 -29.0249 -14.3277
H -22.4105 -30.4076 -14.8607
O -25.7827 -29.7334 -15.1298
H -26.2525 -29.5126 -15.9339
H -25.0612 -29.1054 -15.0931
*
```

These are the Mulliken partial charges, in e, on atoms 1 to 8: P 1.34; F -0.46; F -0.32; F -0.51; F -0.24; F -0.39; F -0.35; O -0.69


Stability check: which of them is least stable? <P>.


<P>
A cluster of 2 separate species, C5H13OP in total. Source: the OMol25 dataset; level of theory: ωB97M-V with the def2-TZVPD basis set.

Calculated values
Kohn-Sham gap	10.195	eV
lowest unoccupied orbital energy	0.8196	eV
SMILES string	C[PH2]=O.C=C(C)C
E_HOMO	-9.375	eV

```
! RIJCOSX wB97M-V def2-TZVPD def2/J DEFGRID3
* xyz 0 1
C -1.0603 2.0996 0.7267
P -1.7644 3.3178 -0.5849
O -2.7719 2.6180 -1.4428
H -1.9999 2.2656 1.2852
H -0.2203 2.5271 1.3276
H -0.8074 1.0621 0.3599
H -2.2709 4.4697 0.1635
H -0.6570 3.8040 -1.3169
C 0.0756 -1.4025 0.6743
C 1.2375 -1.3939 0.0448
C 1.5444 -2.3927 -0.9879
C 2.3183 -0.3194 0.3879
H -0.0820 -0.7044 1.4882
H -0.6694 -2.1444 0.5998
H 1.5889 -3.3568 -0.5066
H 2.4123 -2.1946 -1.7627
H 0.5533 -2.4818 -1.5808
H 3.1030 -0.3026 -0.4755
H 1.8218 0.6789 0.4729
H 2.9471 -0.5272 1.1791
*
```

These are the Mulliken partial charges, in e, on atoms 1 to 8: C -0.76; P 0.38; O -0.59; H 0.32; H 0.33; H 0.16; H 0.09; H 0.07


<Q>
An isolated molecule of C5H13OP. Source: the OMol25 dataset; level of theory: ωB97M-V with the def2-TZVPD basis set.

Calculated values
Kohn-Sham gap	10.386	eV
lowest unoccupied orbital energy	0.7821	eV
SMILES string	C[P@H](=O)C(C)(C)C
E_HOMO	-9.604	eV

```
! RIJCOSX wB97M-V def2-TZVPD def2/J DEFGRID3
* xyz 0 1
C -2.5377 0.0366 0.0898
P -1.0424 -0.9562 0.5163
O -1.0148 -1.5890 1.8662
C 0.6563 -0.1893 0.0868
C 0.5600 0.3311 -1.3244
C 0.9423 0.9247 1.1593
C 1.7508 -1.2151 0.3344
H -2.5860 0.9242 0.6655
H -2.6025 0.4527 -1.0102
H -3.3044 -0.6563 0.2050
H -1.1192 -1.9866 -0.5215
H 0.4878 -0.6276 -1.9841
H -0.3388 0.9053 -1.4665
H 1.3544 1.1047 -1.5166
H 1.2716 0.2957 2.0071
H 0.0397 1.3452 1.5963
H 1.5450 1.7821 0.7785
H 1.4396 -2.0811 0.8714
H 2.0431 -1.5830 -0.5917
H 2.6517 -0.9354 0.9387
*
```

These are the Mulliken partial charges, in e, on atoms 1 to 8: C -0.95; P 0.52; O -0.70; C 1.44; C -1.54; C -1.59; C -1.66; H 0.33


Stability check: which of them is least stable? <P>.


<P>
An isolated molecule of C5H7NO2. Source: the OMol25 dataset; level of theory: ωB97M-V with the def2-TZVPD basis set.

Calculated values
Kohn-Sham gap	10.570	eV
lowest unoccupied orbital energy	0.5684	eV
SMILES string	[H]/N=C(C)/C=C\C(=O)O
E_HOMO	-10.002	eV

```
! RIJCOSX wB97M-V def2-TZVPD def2/J DEFGRID3
* xyz 0 1
H 1.8195 -1.6744 -1.1647
N 0.8385 -1.6169 -0.9127
C 0.5881 -0.9087 0.0925
C 1.5759 -0.1904 0.9747
C -0.8134 -0.7894 0.5488
C -1.6902 0.1388 0.1716
C -1.4374 1.1971 -0.8205
O -2.2942 1.8948 -1.2911
O -0.1458 1.3450 -1.1602
H 1.3616 0.8775 0.9587
H 1.4820 -0.5426 2.0028
H 2.5947 -0.3572 0.6236
H -1.1137 -1.5382 1.2712
H -2.7009 0.1457 0.5564
H -0.0648 2.0189 -1.8512
*
```

These are the Mulliken partial charges, in e, on atoms 1 to 8: H 0.26; N -0.68; C 0.70; C -1.06; C -0.38; C -0.41; C 0.52; O -0.57


<Q>
An isolated molecule of C5H7NO2. Source: the OMol25 dataset; level of theory: ωB97M-V with the def2-TZVPD basis set.

Calculated values
Kohn-Sham gap (spin up / spin down)	8.163 / 7.909	eV
lowest unoccupied orbital energy (spin up / spin down)	0.6727 / 0.6539	eV
E_HOMO (spin up / spin down)	-7.490 / -7.255	eV

```
! RIJCOSX wB97M-V def2-TZVPD def2/J DEFGRID3
* xyz 0 1
C 1.2144 -1.1953 -0.1337
C 0.0660 -1.3300 0.8215
C -1.0205 0.2375 -0.7432
N -0.9402 1.4649 -1.3232
C 0.9977 0.8046 0.7258
C -0.2962 0.1595 0.8357
O 1.8109 -0.0096 0.0741
O -1.8879 -0.5552 -1.0253
H 1.8582 -1.9763 -0.5020
H -1.4945 1.6196 -2.1519
H -0.1690 2.0795 -1.1309
H 1.2737 1.8409 0.7701
H -0.7440 -1.9347 0.4114
H 0.3339 -1.7440 1.7996
H -1.0025 0.5385 1.5719
*
```

These are the Mulliken partial charges, in e, on atoms 1 to 8: C -0.38; C -0.45; C 0.37; N -0.33; C -0.70; C 0.02; O -0.25; O -0.59


Stability check: which of them is least stable? <Q>.


<P>
An isolated molecule of C5H7NO2. Source: the OMol25 dataset; level of theory: ωB97M-V with the def2-TZVPD basis set.

Calculated values
Kohn-Sham gap	8.306	eV
lowest unoccupied orbital energy	-1.4183	eV
SMILES string	C[C@H]1N[C@@H](C=O)C1=O
E_HOMO	-9.724	eV

```
! RIJCOSX wB97M-V def2-TZVPD def2/J DEFGRID3
* xyz 0 1
C 1.7688 0.7389 -0.1560
C 0.7812 0.0598 0.7527
N -0.5669 0.8487 0.6607
C -1.2167 -0.4476 0.4124
C -1.5922 -0.6132 -1.0182
O -2.2915 0.7770 -1.2864
C 0.0248 -1.2595 0.5543
O 0.3521 -2.3399 0.1902
H 2.7129 0.0854 -0.4007
H 1.8955 1.8005 0.2458
H 1.3309 0.9833 -1.1339
H 1.1686 0.3003 1.8953
H -0.5384 1.3864 -0.0989
H -2.2242 -0.6061 0.9291
H -1.6048 -1.7141 -1.5466
*
```

These are the Mulliken partial charges, in e, on atoms 1 to 8: C -1.23; C 0.32; N -0.51; C 0.18; C -0.25; O -0.49; C 0.45; O -0.55


<Q>
An isolated molecule of C5H7NO2. Source: the OMol25 dataset; level of theory: ωB97M-V with the def2-TZVPD basis set.

Calculated values
Kohn-Sham gap	9.725	eV
lowest unoccupied orbital energy	0.6161	eV
SMILES string	C1=NO[C@@H]2C[C@H]2OC1
E_HOMO	-9.109	eV

```
! RIJCOSX wB97M-V def2-TZVPD def2/J DEFGRID3
* xyz 0 1
C -1.4604 0.8763 -0.1968
N -0.5405 1.8734 -0.1613
O 0.8355 1.7426 0.0850
C 0.9824 0.4729 0.4318
C 1.9973 -0.3279 -0.1406
C 0.5700 -0.5647 -0.5516
O -0.4097 -1.3696 0.0483
C -1.5462 -0.5697 0.1657
H -2.4171 1.3438 -0.4957
H 0.7504 0.1136 1.5404
H 2.4432 -1.1928 0.4582
H 2.6713 -0.2297 -0.8072
H 0.1054 -0.4522 -1.5069
H -2.4818 -1.1464 -0.2999
H -1.4998 -0.5696 1.4305
*
```

These are the Mulliken partial charges, in e, on atoms 1 to 8: C -0.04; N -0.43; O -0.20; C 0.49; C -1.17; C -0.17; O -0.40; C -0.31


<R>
An isolated molecule of C5H7NO2. Source: the OMol25 dataset; level of theory: ωB97M-V with the def2-TZVPD basis set.

Calculated values
Kohn-Sham gap	9.860	eV
lowest unoccupied orbital energy	0.6249	eV
SMILES string	O[C@@H]1C=NO[C@@H]2C[C@@H]12
E_HOMO	-9.236	eV

```
! RIJCOSX wB97M-V def2-TZVPD def2/J DEFGRID3
* xyz 0 1
O -2.0399 -0.7425 -0.4557
C -0.8510 -0.3385 0.3283
C -1.0992 1.3402 0.1638
N -0.2301 2.1457 -0.3222
O 1.1793 1.6164 -0.2502
C 1.1464 0.2619 0.3275
C 1.8873 -0.9746 -0.1215
C 0.3614 -0.5575 -0.4331
H -2.7633 -0.8317 0.1083
H -0.8262 -0.6796 1.3197
H -2.0705 1.7132 0.1961
H 0.6863 0.2636 1.2764
H 1.9644 -1.8012 0.6304
H 2.5505 -0.9058 -1.1408
H 0.1044 -0.5095 -1.6271
*
```

These are the Mulliken partial charges, in e, on atoms 1 to 8: O -0.52; C -0.35; C -0.09; N -0.32; O -0.31; C 0.15; C -0.56; C 0.00


Stability check: which of them is least stable? <Q>.